18
Properties=species:S:1:pos:R:3:forces:R:3 method="wB97M-V/def2-TZVPD" orbital_gap_ev=8.601 lumo_ev=-1.0360 relative_energy_kj_mol=365.36 smiles="N#CC1=CC(=O)CNC1.O" e_tot_ev=-13423.587 homo_ev=-9.637
N 0.0865 2.7366 -2.4226 -2.312 -3.159 -2.172
C -0.7167 2.0079 -2.9236 1.519 4.721 2.413
C -2.0952 1.6509 -3.2389 0.898 -2.062 -1.461
C -2.5846 1.8278 -4.4800 0.330 0.370 0.425
C -3.7196 1.0071 -4.9677 -0.339 0.090 -0.771
O -4.1987 1.1928 -6.0707 0.215 -0.050 0.611
C -4.1182 -0.1790 -4.1084 -0.169 -0.227 -0.100
N -3.9592 0.0388 -2.6795 -0.471 0.801 -0.158
C -2.6617 0.5718 -2.3335 -0.327 -0.126 0.048
H -2.0672 2.4520 -5.2099 -0.254 -0.118 0.155
H -5.1577 -0.4500 -4.3323 0.294 0.080 0.015
H -3.4900 -1.0321 -4.4207 -0.114 0.217 0.072
H -4.6804 0.6786 -2.3555 0.012 -0.161 -0.060
H -2.7422 1.0073 -1.3281 0.415 -0.636 -0.031
H -1.9785 -0.2914 -2.4536 0.135 0.532 0.650
O -0.0586 0.2604 -0.7565 3.303 2.564 -0.070
H -0.9479 -0.1454 -0.7164 0.559 2.045 0.263
H 0.4043 1.3372 -0.7857 -3.694 -4.882 0.171

=====

12
Properties=species:S:1:pos:R:3:forces:R:3 method="wB97M-V/def2-TZVPD" orbital_gap_ev="9.038 / 9.386" lumo_ev="-5.2137 / -5.4289" relative_energy_kj_mol=483.12 e_tot_ev=-6192.504 charge=+1 homo_ev="-14.252 / -14.815"
C 0.0550 -0.9018 1.4836 -0.157 0.454 -0.680
C -0.7988 0.1947 0.9066 -0.321 0.403 0.200
C -0.0301 -0.2477 -0.3355 -2.562 -0.719 -1.359
N 0.6609 -1.2443 0.3898 0.667 -0.315 -0.288
N 0.8072 0.6308 -1.1826 0.368 -0.026 0.036
H 0.1793 -1.3069 2.4706 0.068 -0.301 0.231
H -1.8649 -0.0245 0.8975 -0.006 0.075 -0.107
H -0.6434 1.2085 1.2716 0.072 0.050 0.067
H -1.4529 -0.7847 -1.7475 1.974 0.494 1.830
H 1.5655 0.0389 -1.5604 -0.178 0.244 -0.017
H 1.2393 1.3909 -0.6312 -0.019 -0.212 -0.159
H 0.2829 1.0461 -1.9624 0.095 -0.146 0.246

=====

Copy entry 2 word for word.
12
Properties=species:S:1:pos:R:3:forces:R:3 method="wB97M-V/def2-TZVPD" orbital_gap_ev="9.038 / 9.386" lumo_ev="-5.2137 / -5.4289" relative_energy_kj_mol=483.12 e_tot_ev=-6192.504 charge=+1 homo_ev="-14.252 / -14.815"
C 0.0550 -0.9018 1.4836 -0.157 0.454 -0.680
C -0.7988 0.1947 0.9066 -0.321 0.403 0.200
C -0.0301 -0.2477 -0.3355 -2.562 -0.719 -1.359
N 0.6609 -1.2443 0.3898 0.667 -0.315 -0.288
N 0.8072 0.6308 -1.1826 0.368 -0.026 0.036
H 0.1793 -1.3069 2.4706 0.068 -0.301 0.231
H -1.8649 -0.0245 0.8975 -0.006 0.075 -0.107
H -0.6434 1.2085 1.2716 0.072 0.050 0.067
H -1.4529 -0.7847 -1.7475 1.974 0.494 1.830
H 1.5655 0.0389 -1.5604 -0.178 0.244 -0.017
H 1.2393 1.3909 -0.6312 -0.019 -0.212 -0.159
H 0.2829 1.0461 -1.9624 0.095 -0.146 0.246